# 1
Molecular formula: C5H11N
Method: DFT, wB97M-V/def2-TZVPD

ORCA input file:
```
! RIJCOSX wB97M-V def2-TZVPD def2/J DEFGRID3
* xyz 0 1
C 2.78856 -0.03726 -0.65502
C -0.85438 -1.23106 -1.14217
N -0.67861 -0.08308 -0.57461
C -0.60451 1.24692 -0.50770
C -0.63284 0.48889 0.76702
C -1.85966 0.25867 1.62297
H 2.45333 -0.96477 -1.12506
H 3.66613 0.33681 -1.18742
H 3.06663 -0.24114 0.38285
H -1.07898 -1.27357 -2.20114
H -0.74793 -2.12681 -0.54302
H 1.98460 0.70549 -0.69842
H -1.30763 1.93265 -0.96357
H 0.32079 0.35432 1.28604
H -1.91470 1.03351 2.39462
H -1.83139 -0.71334 2.12858
H -2.76941 0.31378 1.01605
*
```

The calculation puts the relative energy (zero: lowest compared OMol25 entry of this formula, charge and spin) at 371.8 kJ/mol. Its HOMO-LUMO gap is 8.365 eV.

---

# 2
Molecular formula: C5H11N
Method: DFT, wB97M-V/def2-TZVPD

ORCA input file:
```
! RIJCOSX wB97M-V def2-TZVPD def2/J DEFGRID3
* xyz 0 1
C 0.06248 0.07621 -1.94382
C 0.84786 1.06476 -2.34066
C 2.30799 1.17026 -2.00258
H -1.00915 0.02730 -2.09281
H 0.39568 -0.57944 -1.14724
H 0.46459 1.83003 -3.00647
H 2.78827 1.81210 -2.73900
H 2.83876 0.22084 -1.99199
H 2.36035 1.61743 -1.00636
C -0.50935 -1.54177 1.29749
C -0.90837 -0.90440 2.43272
N -1.99880 -0.07125 2.51924
H -0.96441 -2.20318 0.59149
H 0.57746 -1.57664 1.20593
H -0.38650 -1.14213 3.35499
H -2.39148 0.22695 1.64276
H -1.90768 0.74863 3.09746
*
```

The calculation puts the relative energy (zero: lowest compared OMol25 entry of this formula, charge and spin) at 286.9 kJ/mol. Its HOMO-LUMO gap is 8.609 eV. As for the SMILES: C=CC.C=CN.

---

# 3
Molecular formula: C5H11N
Method: DFT, wB97M-V/def2-TZVPD

ORCA input file:
```
! RIJCOSX wB97M-V def2-TZVPD def2/J DEFGRID3
* xyz 0 1
C 1.32262 -1.22414 -0.32542
C 0.69217 0.08818 0.11901
C -0.03585 1.03052 -0.77094
C -0.66163 0.32536 -1.94975
N -0.62336 -0.06373 0.80792
C -0.70288 0.63406 2.08929
H 0.60866 -1.85469 -0.85927
H 1.69127 -1.79068 0.53715
H 2.17671 -1.02635 -0.98472
H 1.38475 0.62328 0.78293
H -1.34794 0.35969 0.21778
H -1.49601 0.88535 -2.38559
H 0.16033 0.35409 -2.68474
H -0.95394 -0.73347 -1.85635
H -0.13799 0.07059 2.83818
H -1.75512 0.65993 2.39227
H -0.32177 1.66203 2.03226
*
```

The calculation puts the relative energy (zero: lowest compared OMol25 entry of this formula, charge and spin) at 387.5 kJ/mol. Its HOMO-LUMO gap is 9.228 eV.

---

# 4
Molecular formula: C5H11N
Method: DFT, wB97M-V/def2-TZVPD

ORCA input file:
```
! RIJCOSX wB97M-V def2-TZVPD def2/J DEFGRID3
* xyz 0 1
C 2.14991 -0.12448 0.09594
C 0.95838 -0.66143 0.41530
C -0.41388 -0.01964 0.10843
C -0.23160 1.31062 -0.49844
C -1.12840 -0.95038 -0.87500
N -1.16689 0.15987 1.35519
H 2.28268 0.84302 -0.34394
H 3.11921 -0.51605 0.26341
H 0.89204 -1.63758 0.86820
H -1.18410 1.84767 -0.58917
H 0.38865 1.95195 0.22722
H 0.26283 1.25921 -1.48788
H -0.88930 -2.06289 -0.65597
H -0.72895 -0.68303 -1.94304
H -2.24907 -0.69671 -0.77018
H -1.29028 -0.75327 1.76773
H -0.77122 0.73312 2.06222
*
```

The calculation puts the relative energy (zero: lowest compared OMol25 entry of this formula, charge and spin) at 111.4 kJ/mol. Its HOMO-LUMO gap is 10.175 eV. As for the SMILES: C=CC(C)(C)N.

---

# 5
Molecular formula: C5H11N
Method: DFT, wB97M-V/def2-TZVPD

ORCA input file:
```
! RIJCOSX wB97M-V def2-TZVPD def2/J DEFGRID3
* xyz 0 1
C -0.64977 -2.29964 -0.55060
C -0.96964 -0.81454 -0.72840
C -0.12414 0.02708 0.19850
C 1.26985 0.37398 -0.17218
N 0.22481 1.38529 -0.17954
C 0.32254 2.33680 0.91511
H 0.41940 -2.48569 -0.70776
H -0.89723 -2.64087 0.46180
H -1.20722 -2.92139 -1.25834
H -0.76751 -0.50299 -1.76006
H -2.03610 -0.63141 -0.54499
H -0.30964 -0.13263 1.26466
H 1.64846 0.08522 -1.15150
H 2.02098 0.42414 0.61634
H -0.62541 2.87063 1.03348
H 1.10504 3.06751 0.68508
H 0.57557 1.85849 1.87840
*
```

The calculation puts the relative energy (zero: lowest compared OMol25 entry of this formula, charge and spin) at 113.5 kJ/mol. Its HOMO-LUMO gap is 10.305 eV. As for the SMILES: CC[C@H]1CN1C.

---

# 6
Molecular formula: C5H11N
Method: DFT, wB97M-V/def2-TZVPD

ORCA input file:
```
! RIJCOSX wB97M-V def2-TZVPD def2/J DEFGRID3
* xyz 0 1
C 2.12179 -0.53346 -0.12019
C 1.32616 0.45225 0.53892
C -0.00938 0.26287 -0.08750
C -1.03147 1.32582 -0.18626
N -1.27780 0.13471 0.62210
C -2.07737 -0.93052 0.11942
H 2.24150 -0.18602 -1.16610
H 1.83074 -1.58522 -0.25471
H 3.05060 -0.66406 0.39497
H 1.24796 0.30865 1.66216
H 1.63639 1.44938 0.43601
H 0.13629 -0.41529 -0.94440
H -0.57465 2.30706 0.06957
H -1.75451 1.41594 -0.98559
H -2.16743 -1.64471 0.91010
H -3.01801 -0.44368 -0.23014
H -1.68082 -1.25372 -0.77835
*
```

The calculation puts the relative energy (zero: lowest compared OMol25 entry of this formula, charge and spin) at 281.2 kJ/mol. Its HOMO-LUMO gap is 9.751 eV. As for the SMILES: CC[C@@H]1CN1C.

---

# 7
Molecular formula: C5H11N
Method: DFT, wB97M-V/def2-TZVPD

ORCA input file:
```
! RIJCOSX wB97M-V def2-TZVPD def2/J DEFGRID3
* xyz 0 1
C -0.43852 -0.90219 2.86815
C -0.21370 -0.11786 1.47100
C -0.63934 -0.51218 0.27986
N 0.23675 -0.62247 -0.80981
C -0.08912 0.11179 -1.96302
C 0.91912 1.32688 -1.89017
H 0.60565 -0.96832 3.34186
H -1.01985 -0.27797 3.46784
H -1.01129 -1.89823 2.75280
H 0.11400 0.89279 1.61053
H -1.71022 -0.54214 0.02785
H 0.93704 -1.27532 -0.75917
H -1.09355 0.45494 -2.01868
H 0.09303 -0.46799 -2.92735
H 0.63569 2.05651 -2.60986
H 1.91176 0.91798 -1.92992
H 0.76255 1.82380 -0.91189
*
```

The calculation puts the relative energy (zero: lowest compared OMol25 entry of this formula, charge and spin) at 374.6 kJ/mol. Its HOMO-LUMO gap is 8.157 eV. As for the SMILES: C/C=C/NCC.

---

# 8
Molecular formula: C5H11N
Method: DFT, wB97M-V/def2-TZVPD

ORCA input file:
```
! RIJCOSX wB97M-V def2-TZVPD def2/J DEFGRID3
* xyz 0 1
C -1.72716 -0.96103 0.14376
C -1.14425 -0.03611 -0.90124
C -0.20268 0.97838 -0.36652
N -0.61047 2.17657 -0.11586
C 1.30868 0.56809 -0.08079
C 1.55497 -0.70449 0.70939
H -1.53219 -0.62095 1.16478
H -2.81462 -1.02904 0.02966
H -1.33405 -1.97649 0.03329
H -1.91173 0.44092 -1.51629
H -0.18463 -0.48595 -1.42632
H 0.15665 2.79995 0.14835
H 1.74252 1.39892 0.48574
H 1.81672 0.54385 -1.04746
H 1.35171 -1.59086 0.10091
H 2.59984 -0.75161 1.03191
H 0.93070 -0.75014 1.60668
*
```

The calculation puts the relative energy (zero: lowest compared OMol25 entry of this formula, charge and spin) at 110.4 kJ/mol. Its HOMO-LUMO gap is 10.478 eV. As for the SMILES: CCC(=N)CC.

---

# 9
Molecular formula: C5H11N
Method: DFT, wB97M-V/def2-TZVPD

ORCA input file:
```
! RIJCOSX wB97M-V def2-TZVPD def2/J DEFGRID3
* xyz 0 1
C 2.38735 -0.40612 0.38751
C 1.24182 -0.54259 -0.63577
C -0.12751 -0.28817 -0.02399
C -0.47396 1.11856 0.27618
N -1.22451 0.39572 -0.73924
C -2.54390 0.05516 -0.19072
H 2.38568 0.57324 0.88229
H 2.34186 -1.16884 1.17459
H 3.36043 -0.51460 -0.10781
H 1.39910 0.18624 -1.43839
H 1.29036 -1.53995 -1.08708
H -0.53334 -1.10097 0.56816
H 0.19831 1.86841 -0.13592
H -0.99196 1.41279 1.18621
H -3.06857 -0.68295 -0.80413
H -3.14874 0.96849 -0.15586
H -2.49243 -0.33444 0.84398
*
```

The calculation puts the relative energy (zero: lowest compared OMol25 entry of this formula, charge and spin) at 133.1 kJ/mol. Its HOMO-LUMO gap is 10.268 eV. As for the SMILES: CC[C@H]1CN1C.

---

# 10
Molecular formula: C5H11N
Method: DFT, wB97M-V/def2-TZVPD

ORCA input file:
```
! RIJCOSX wB97M-V def2-TZVPD def2/J DEFGRID3
* xyz 1 2
C -1.33638 -2.17489 1.00242
C -1.08503 -1.67627 -0.41978
C 0.31386 -0.89193 -0.55602
C 0.32262 0.43463 0.13811
C 0.86885 1.55664 -0.35755
N 1.15113 2.87471 0.09400
H -0.49678 -2.83212 1.41826
H -1.28167 -1.24595 1.63082
H -2.27917 -2.72427 1.27851
H -1.79804 -0.77582 -0.61840
H -1.25608 -2.50259 -1.23066
H 0.53276 -0.62056 -1.60750
H 1.18631 -1.64939 -0.38168
H -0.23275 0.45142 1.10997
H 1.23207 1.29760 -1.37296
H 1.44446 3.70861 -0.41060
H 0.38749 3.28103 0.68316
*
```

The calculation puts the relative energy (zero: lowest compared OMol25 entry of this formula, charge and spin) at 232.4 kJ/mol. Its HOMO-LUMO gap (alpha / beta) is 11.183 / 7.207 eV.

---

# 11
Molecular formula: C5H11N2
Method: DFT, wB97M-V/def2-TZVPD

ORCA input file:
```
! RIJCOSX wB97M-V def2-TZVPD def2/J DEFGRID3
* xyz 1 1
C 3.06979 0.24418 -0.18171
C 0.23119 -0.71047 1.25764
C -1.16549 0.69932 -0.10517
C 0.32753 -0.87736 -1.14200
C 1.07029 1.23174 0.03630
N 4.02418 -0.32333 -0.21157
N 0.16049 0.10685 0.01780
H 1.20934 -0.99510 1.79277
H -0.31708 -0.21676 2.03850
H -0.15947 -1.69160 1.09696
H -1.46179 1.27132 0.76674
H -1.29116 1.34649 -1.01477
H -1.90799 -0.12953 -0.17462
H -0.62438 -1.14920 -1.52172
H 1.07370 -0.52752 -1.87999
H 0.77241 -1.77191 -0.69127
H 0.97935 2.17029 -0.61008
H 1.23977 1.57924 1.11675
*
```

The calculation puts the relative energy (zero: lowest compared OMol25 entry of this formula, charge and spin) at 529.6 kJ/mol. Its HOMO-LUMO gap is 10.281 eV.

---

# 12
Molecular formula: C5H11N2
Method: DFT, wB97M-V/def2-TZVPD

ORCA input file:
```
! RIJCOSX wB97M-V def2-TZVPD def2/J DEFGRID3
* xyz 1 1
C -0.43859 0.85838 0.30142
C 1.81578 0.18270 -0.23816
C 3.18809 -0.17160 0.31611
C -2.66413 0.92085 -0.24386
C -1.41241 -1.27018 -0.29258
N 0.84363 0.36294 0.60011
N -1.46847 0.18771 -0.08480
H 1.61611 0.53876 -1.25120
H 3.10738 -0.22054 1.39715
H 3.99184 0.49200 -0.14339
H 3.64799 -1.16664 -0.02169
H -3.57284 0.42623 0.22886
H -2.66647 1.91361 0.29507
H -3.08159 1.14369 -1.31244
H -0.77244 -1.59099 0.47210
H -2.39678 -1.79785 -0.29341
H -0.86051 -1.41529 -1.26204
H 1.12343 0.60621 1.53276
*
```

The calculation puts the relative energy (zero: lowest compared OMol25 entry of this formula, charge and spin) at 352.0 kJ/mol. Its HOMO-LUMO gap (alpha / beta) is 8.144 / 8.143 eV.